[1]
Formula: C11H14N2O4
Source: OMol25
Level of theory: ωB97M-V/def2-TZVPD

```
31
Properties=species:S:1:pos:R:3:lowdin_charge:R:1
O -3.6962 0.1308 0.4999 -0.02
C 1.6255 0.5710 0.6504 -0.18
H 0.7158 1.9330 2.0912 0.10
H -4.6526 -1.5063 0.0689 0.06
C 3.3034 0.5805 -1.0328 -0.01
H -2.9247 1.8297 -0.2187 0.10
O -0.2295 2.8084 -0.7438 0.10
H 3.9010 0.9906 -1.8843 0.12
H -2.1521 -2.5553 -0.4687 0.13
C 3.8817 -0.5866 -0.4458 -0.29
C -1.0225 1.0412 0.8901 -0.13
C -2.6814 -0.5654 0.1648 -0.42
O -2.2457 2.2069 -0.8048 0.15
C -2.9411 -1.7892 -0.8287 -0.17
H 1.4635 -1.1766 1.7556 0.11
C 3.2366 -1.2309 0.5705 -0.04
O 5.2114 -0.9732 -0.6946 0.02
N -1.4235 -0.2959 0.3930 0.14
C 0.4319 1.0623 1.5726 -0.03
C -1.0780 2.0566 -0.2856 -0.49
H -1.8287 1.3881 1.5070 0.14
H 0.4090 0.1891 2.2392 0.09
H 1.7741 2.0714 -0.8253 0.07
C 2.1193 -0.6603 1.0628 -0.09
H -4.7565 -1.7115 -1.6079 0.06
H 3.7584 -2.0861 1.0135 0.13
H -0.8126 -0.8988 -0.0781 0.13
H -2.7315 -1.4748 -1.8407 0.11
N -4.3712 -2.0574 -0.7474 0.00
C 2.1318 1.1429 -0.5534 -0.01
H 5.5844 -0.4342 -1.4185 0.10
```

Results
2S+1 = 1
orbital gap = 9.28 eV
relative energy (zero: lowest compared OMol25 entry of this formula, charge and spin) = 187.6 kJ/mol

---

[2]
Formula: C2H10N2P
Source: OMol25
Level of theory: ωB97M-V/def2-TZVPD

```
15
Properties=species:S:1:pos:R:3:lowdin_charge:R:1
C 1.0094 1.3946 -0.0604 -0.03
H -0.8200 -3.1500 1.7364 -0.04
H 0.3137 -1.5364 2.2849 -0.06
N 0.2612 -1.7153 -0.0860 -0.39
P -0.4985 -1.8932 1.2966 0.72
H -1.5882 -1.0309 1.4712 -0.02
C -0.0327 1.7386 -1.1678 -0.05
H -0.0598 2.7153 -1.6217 0.14
H 1.3194 0.3372 -0.1697 0.06
N -0.9067 0.8926 -1.4765 0.19
H -0.8346 -0.2096 -1.3167 0.17
H 1.7664 2.1829 0.0129 0.09
H 0.6300 1.1846 0.9566 0.09
H -1.7400 1.1578 -1.9768 0.14
H 1.1803 -2.0682 0.1171 -0.03
```

Results
charge = +1
2S+1 = 1
orbital gap = 8.43 eV
relative energy (zero: lowest compared OMol25 entry of this formula, charge and spin) = 304.0 kJ/mol

---

[3]
Formula: C5H10N2O
Source: OMol25
Level of theory: ωB97M-V/def2-TZVPD

```
18
Properties=species:S:1:pos:R:3:lowdin_charge:R:1
H -2.8121 1.8674 0.0514 0.07
H -0.2506 -2.9074 -0.7780 0.09
H 0.9252 -2.8517 0.5410 0.09
N 1.7866 0.9912 0.2574 0.12
H -0.9912 0.6776 1.4513 0.12
C -1.7385 1.9602 -0.1489 -0.11
C 0.6273 -2.3795 -0.3978 -0.04
C -0.8304 -0.3905 -0.3833 -0.12
N 0.3538 -0.9679 -0.1932 -0.09
O 1.5100 -0.6022 1.8527 0.05
H 2.7795 0.9425 0.4478 0.10
C -0.9639 0.7787 0.3705 -0.19
C 1.0991 -0.0855 0.8230 -0.53
H -1.6105 2.0895 -1.2271 0.07
H -1.4751 -0.7474 -1.1870 0.13
H -1.3883 2.8771 0.3314 0.07
H 1.5358 1.2204 -0.6933 0.09
H 1.4432 -2.4725 -1.1180 0.09
```

Results
2S+1 = 1
orbital gap = 8.40 eV
relative energy (zero: lowest compared OMol25 entry of this formula, charge and spin) = 248.0 kJ/mol

---

[4]
Formula: C4H12N6S
Source: OMol25
Level of theory: ωB97M-V/def2-TZVPD

```
23
Properties=species:S:1:pos:R:3:lowdin_charge:R:1
N 0.5739 -0.3362 0.7554 -0.17
H -0.2766 -2.7070 1.3751 -0.01
C -0.7155 -0.9897 0.4252 -0.31
H -3.2892 0.1795 -1.2873 0.16
H 2.7457 2.3984 -0.4746 0.12
H -1.6858 -2.9207 0.4621 0.19
N 0.7746 0.8867 0.2789 0.14
H 2.5764 -0.3810 1.5585 0.13
C 2.3681 2.0817 -1.4651 -0.02
N -1.0245 -2.1988 0.8536 0.21
H -4.5382 0.3029 0.6068 0.15
S 1.7371 -2.5311 1.8495 0.85
H -3.1999 -0.0966 1.6174 0.16
H -0.0647 1.4833 -0.0246 0.18
H 1.2389 0.4410 -2.0161 0.15
C -2.7708 0.0144 -0.3374 -0.13
C 1.5891 -0.9503 1.3005 -0.58
H 1.6993 2.7692 -1.7294 0.06
H 2.2670 0.0445 -0.8032 0.13
N 1.7474 0.8006 -1.2344 0.09
N -1.4772 -0.2705 -0.3258 0.12
H 3.3341 2.0854 -2.0505 0.15
N -3.6093 -0.1056 0.6651 0.21
```

Results
charge = +2
2S+1 = 1
orbital gap = 7.76 eV
relative energy (zero: lowest compared OMol25 entry of this formula, charge and spin) = 394.6 kJ/mol

---

[5]
Formula: C2H6N2O
Source: OMol25
Level of theory: ωB97M-V/def2-TZVPD

```
11
Properties=species:S:1:pos:R:3:lowdin_charge:R:1
H 0.8468 -0.6493 1.4594 0.20
C -0.2762 -0.5290 0.8017 -0.24
H -0.2930 -1.6460 -0.9261 0.07
N 0.4424 1.1591 -0.8830 0.17
N -0.9320 -1.3346 -0.2048 0.00
C 0.4724 0.6833 0.3771 -0.53
H 1.1124 1.8621 -1.1576 0.12
O 1.5161 0.7785 1.0907 -0.06
H -0.2279 0.8123 -1.5500 0.09
H -1.7224 -0.8664 -0.6375 0.07
H -0.9386 -0.2700 1.6301 0.11
```

Results
2S+1 = 1
orbital gap = 10.04 eV
relative energy (zero: lowest compared OMol25 entry of this formula, charge and spin) = 242.2 kJ/mol

---

[6]
Formula: C41H101BNO19PSSi
Source: OMol25
Level of theory: ωB97M-V/def2-TZVPD

```
166
Properties=species:S:1:pos:R:3:lowdin_charge:R:1
H -2.0895 -13.5113 -4.7765 0.12
H -3.1656 -1.7288 5.7550 0.09
O -1.2022 -2.3686 5.5459 -0.20
H -3.4798 -1.8077 0.7192 -0.06
H 5.6683 13.1649 6.5249 0.13
H -3.6646 2.7710 -1.3362 0.09
H 10.5862 13.3536 3.5408 0.09
O -0.1172 -0.7404 3.1543 -0.14
O 1.8330 8.7096 3.0867 -0.20
H -0.4139 -1.7237 0.1785 0.01
H -2.9329 -10.2622 -4.6090 0.09
H -1.8627 -10.3727 -3.1922 0.09
H -0.6172 5.1990 -6.2680 0.12
C 5.5463 11.0924 6.1258 -0.21
C -4.4592 -12.2567 -3.8013 -0.21
H -4.3166 -6.8288 -2.0339 0.13
H -4.8535 -6.9997 0.4147 0.13
O 0.3154 7.1773 0.8953 -0.13
C -0.3065 2.8846 -7.4872 -0.19
C -1.8012 3.7359 -0.7274 -0.10
H -1.8396 1.3578 0.6582 0.11
O -3.8290 -8.6152 -0.1912 -0.12
H 5.9740 8.5695 6.7356 0.09
H -4.1938 -14.2717 -3.1066 0.12
H 0.8398 4.1059 -8.8226 0.13
H -3.7297 -2.4606 -4.4076 0.09
C 8.5886 11.6788 6.7092 -0.18
H 1.9110 10.5506 4.0428 0.09
H -0.8490 -0.0183 -4.3208 0.06
H -1.9333 -8.6415 -1.0488 0.12
C -0.0687 -2.1344 3.4313 -0.18
C -1.2828 -2.6597 4.1648 -0.21
C -2.1056 -15.6372 -4.4694 -0.21
C -0.8798 -8.2470 2.7702 -0.11
H -0.1188 8.9582 3.7109 0.13
H -1.0829 -15.8608 -4.8062 0.13
H -3.1164 -6.9111 0.7681 0.12
O -3.9989 -14.2394 -5.1802 -0.13
H -1.6557 4.3913 0.1328 0.06
H -0.7995 5.5948 -10.5275 0.09
O -1.2246 -8.2023 1.4066 -0.20
H -2.1865 -2.2071 3.7342 0.13
H -2.7450 -10.1951 -0.7637 0.12
H -2.9771 1.8762 -4.4801 0.07
H -2.8876 -3.4488 6.1104 0.09
H 3.7577 -1.0648 4.6250 0.09
H -5.1984 -11.9287 -3.0563 0.13
H -3.6673 -3.3173 -0.8316 -0.08
C -0.0127 7.3987 2.2578 -0.18
O 1.8838 -0.8342 5.4865 -0.19
H -5.6504 -13.9800 -4.0760 0.13
H 2.9186 3.3199 2.3181 0.09
O -1.0607 4.8878 -8.5898 -0.19
C -2.9771 2.7758 -0.4862 -0.25
C -0.2377 4.4111 -5.6142 -0.18
H -2.0508 1.2642 -2.3386 0.05
C -3.4229 2.8533 -4.7098 -0.10
H -0.1428 -9.0328 2.9762 0.09
O -2.8665 -2.6465 -4.0366 0.04
H 0.2922 6.2883 -9.3069 0.09
C -3.8566 -7.2135 0.0236 -0.18
H -1.9427 -0.4344 -5.4739 0.08
S -5.4645 -1.1510 -1.2492 0.03
N -1.4359 -0.7680 -4.6635 0.16
C -1.8033 -9.4132 0.9561 -0.20
H -3.5632 3.1226 0.3685 0.10
C 9.4716 12.4695 5.7692 -0.21
H -2.5331 -4.9468 -3.1515 0.07
H 0.5024 -1.7121 -1.3639 0.04
H -2.7515 -6.6336 -3.6685 0.09
H -0.2467 1.1230 3.8711 0.12
H 2.2615 10.5794 2.2936 0.09
O -2.3351 -6.3853 -1.6527 -0.20
H -4.6867 -11.7543 -4.7508 0.13
O 8.9536 12.4466 4.4540 -0.19
H 1.5891 1.2001 5.3004 0.13
H -1.5334 4.6824 -3.9313 0.12
H -0.4462 -7.2831 3.0300 0.08
H -1.0154 -10.1624 0.7933 0.13
C 1.6624 6.8351 0.6080 -0.18
C -2.5470 -9.2069 -0.3444 -0.19
H 9.0434 13.3714 2.6593 0.09
H 0.1772 1.9365 -7.7317 0.13
H -0.0479 -2.6093 2.4479 0.12
H -2.0395 4.4028 -1.5586 0.05
H -3.3663 0.7388 0.0702 0.05
H 0.8517 -2.3978 3.9569 0.13
H 4.5725 11.3032 5.6598 0.12
H 1.2147 4.7408 0.6652 0.12
H -2.9357 -17.2984 -2.6012 0.09
H -0.6804 0.9066 -1.3042 0.08
H 6.6861 12.6417 5.1696 0.12
H 3.4877 -1.8268 6.2114 0.09
H -0.6003 -3.0576 -0.9439 0.03
C 0.4503 8.7344 2.7966 -0.21
H -3.7307 3.3132 -3.7624 0.08
O 7.4101 12.3630 7.1032 -0.12
C 5.7921 8.8009 5.6795 -0.11
H -1.3574 2.6928 -7.2571 0.12
H 10.4793 12.0292 5.7808 0.13
H -1.4311 6.7356 -9.3201 0.09
H -3.5698 -9.9173 -2.9794 0.08
H -2.3160 -14.4954 -6.2351 0.13
H 4.7232 8.6680 5.4734 0.08
C -3.6868 -6.4015 -1.2421 -0.21
C -4.5864 -13.7529 -3.9839 -0.18
C -2.4544 -2.4439 6.1855 -0.11
C -0.7262 5.9230 -9.4836 -0.11
H 2.3602 7.5301 1.0808 0.12
O -2.1170 -15.4499 -3.0677 -0.20
H -1.0029 3.0042 -4.1904 0.12
C -2.1884 -5.9741 -2.9965 -0.09
H -0.5821 -0.1209 5.0890 0.12
C -1.3355 3.9209 -4.6984 -0.21
H 0.2308 9.5179 2.0592 0.13
H 9.1517 11.5259 7.6321 0.13
H 0.5495 4.8297 -4.9840 0.13
H 9.2865 14.4547 4.0511 0.09
C -2.5047 1.3497 -0.2119 -0.27
O -3.1577 -11.9132 -3.3677 -0.19
H 1.7546 6.9330 -0.4753 0.13
H 2.3530 3.9557 3.8788 0.09
H -2.4976 -9.8044 1.7112 0.13
C 2.1702 3.9571 2.8057 -0.12
C 2.3796 10.0009 3.2172 -0.11
H -2.0868 -16.4289 -1.3001 0.09
H 3.4421 9.8834 3.4256 0.08
P -3.7526 -1.9237 -0.6607 0.21
H 1.1774 3.5331 2.6084 0.08
C -2.5889 -14.3935 -5.1829 -0.18
H -1.7600 -8.4271 3.3988 0.09
B -2.0873 -1.5477 -3.6748 -0.66
H 6.3589 8.1112 5.0576 0.09
C -1.7577 0.7425 -1.4223 -0.30
H -0.8717 3.2138 -0.9532 0.06
O -2.5268 3.6723 -5.4219 -0.19
C 1.4969 0.2776 4.7075 -0.22
H 3.7178 -0.0682 6.0975 0.09
H -4.3036 2.7078 -5.3318 0.09
H 8.3584 10.7033 6.2751 0.12
H -1.1305 -6.0366 -3.2449 0.09
H -2.7479 -16.4843 -4.7441 0.13
H -1.3413 -3.7487 4.0248 0.13
H -1.1044 7.3999 2.2877 0.13
H -0.4705 3.1838 -9.5951 0.13
C -0.2001 3.7733 -8.7069 -0.21
H -2.2986 -2.2054 7.2355 0.09
H 2.1496 0.3718 3.8286 0.13
C 2.0279 5.4126 0.9722 -0.20
H -1.1588 -17.2311 -2.5860 0.09
C 0.0616 0.1451 4.2482 -0.18
C -0.4395 -1.9771 -0.8857 -0.21
O 2.2544 5.2907 2.3644 -0.19
C -2.0722 -16.6665 -2.3619 -0.12
C 3.2820 -0.9466 5.6059 -0.11
O 0.3915 3.3754 -6.3537 -0.13
H 9.5479 13.5042 6.1289 0.13
C -2.8756 -10.5451 -3.5511 -0.12
C 9.4993 13.4595 3.6433 -0.11
H 2.9376 5.1242 0.4266 0.13
H 0.3512 6.5899 2.8948 0.12
O 6.2272 10.1065 5.3725 -0.20
Si -1.9099 -1.1148 -1.6813 0.53
H -4.0407 -5.3787 -1.0506 0.10
H 5.3749 10.7349 7.1490 0.13
C 6.3402 12.3799 6.1721 -0.18
```

Results
2S+1 = 1
orbital gap = 8.67 eV